C43H34CrN5O7P2S4 | ωB97M-V/def2-TZVPD

Cartesian coordinates (Å):
Cr 1.371 0.870 -2.771
S 2.054 3.202 -2.576
S 0.068 1.629 -4.731
S -0.124 1.942 -1.154
S 0.186 -1.770 -7.034
P 1.288 -1.286 4.908
P 1.178 0.259 2.314
O 2.779 0.455 -3.925
O -1.019 -4.775 -0.504
O -0.538 -2.918 -6.552
O 1.037 -4.163 0.103
O 2.371 -0.225 -1.340
O 1.294 -2.009 -7.919
O 2.557 -2.230 -0.356
N 1.952 6.693 -1.075
N 0.612 -0.793 -5.795
N -1.306 -2.524 -2.123
N 0.055 -0.869 -2.515
N -1.340 4.762 1.019
C 0.157 -3.221 3.271
C 3.509 3.189 0.698
C 3.194 4.329 1.421
C -0.011 0.355 -5.841
C -2.188 -3.596 2.923
C 1.919 1.906 1.983
C -1.753 1.579 -7.364
C -2.279 -0.642 -3.426
C -2.482 -2.573 3.820
C 1.047 0.382 4.176
C 0.695 0.198 7.257
C 0.687 -1.776 -1.706
C 2.879 1.983 0.976
C 0.213 -2.144 7.350
C -0.149 -0.771 9.293
C -2.483 -0.649 0.793
C -1.156 -0.670 1.203
C 3.906 -0.333 -3.831
C -0.947 0.506 -7.019
C -0.124 -2.197 4.171
C -1.379 1.553 2.072
C -1.730 -0.773 -8.918
C 0.657 -1.040 6.618
C -1.159 -1.328 -2.735
C -0.511 4.661 0.221
C -3.256 0.480 1.018
C 0.524 4.575 -0.748
C 1.619 3.057 2.714
C -1.456 -1.878 4.436
C -0.071 -4.013 -0.580
C -2.545 1.465 -8.500
C 1.323 5.734 -0.938
C -0.190 -2.012 8.669
C 0.297 0.332 8.581
C 1.985 -1.395 -1.086
C -0.870 -3.919 2.644
C -0.594 0.423 1.855
C -2.537 0.303 -9.268
C 2.247 4.261 2.434
C -0.150 -2.822 -1.447
C 0.784 3.388 -1.427
C -2.699 1.584 1.653
C -0.947 -0.636 -7.790
H -0.545 -1.545 1.015
H -2.907 -1.518 0.302
H -2.132 -3.099 -2.093
H 1.975 5.152 2.988
H -1.747 2.473 -6.755
H -3.512 -2.302 4.018
H -1.915 -0.053 -4.263
H -0.540 -2.882 9.212
H 3.112 1.104 0.389
H 0.330 1.307 9.053
H 0.170 -3.116 6.873
H 1.188 -3.458 3.036
H -3.181 2.291 -8.793
H 1.686 -3.364 -0.043
H -4.286 0.511 0.684
H 1.873 1.015 4.507
H 3.657 5.275 1.170
H -3.016 -1.368 -3.770
H 4.763 0.136 -4.340
H -2.752 0.052 -2.726
H 1.031 1.074 6.717
H -0.466 -0.666 10.323
H -1.690 -1.071 5.123
H 4.224 3.238 -0.112
H -0.954 2.448 2.505
H -2.989 -4.127 2.424
H -1.715 -1.683 -9.503
H 0.106 0.842 4.490
H -3.168 0.237 -10.147
H -3.273 2.493 1.782
H -0.637 -4.689 1.919
H 0.887 3.024 3.512
H 3.761 -1.319 -4.307
H 4.215 -0.517 -2.790

Calculated values
Charge: -2
Energy above the lowest of the compared OMol25 structures with the same formula, charge and spin (eV): 0.251
Kohn-Sham gap (alpha / beta) (eV): 6.6 / 6.8
E_tot (Eh): -5779.69761
2S+1: 4
HOMO level (alpha / beta) (hartree): -0.107 / -0.113

=====

C43H34IrN8O2SSi | ωB97M-V/def2-TZVPD

Cartesian coordinates (Å):
Ir -0.295 0.277 0.759
S 0.964 0.716 -1.162
Si 1.817 -0.407 1.970
O -0.487 0.419 4.768
O -2.566 -2.151 -1.578
N -1.528 1.446 -0.226
N 0.308 2.084 1.755
N 0.830 -2.835 -1.214
N -1.503 1.608 -1.565
N -1.243 -0.012 2.579
N -1.300 -1.366 0.244
N 0.069 1.753 -3.367
N -0.885 1.604 -4.254
C 3.422 -0.438 0.966
C -1.455 -1.948 -1.084
C 1.919 -2.960 -1.934
C -1.127 1.474 -7.882
C 5.419 0.754 0.432
C 5.464 -1.627 0.407
C 1.062 -4.387 2.913
C -0.544 1.698 -5.628
C 1.633 -2.027 2.919
C 1.002 2.478 -7.306
C 1.221 -4.385 4.304
C 1.133 4.279 2.095
C -0.387 -2.435 -3.247
C 0.121 3.044 3.979
C 0.021 1.968 3.084
C 6.146 -0.450 0.299
C 0.871 3.195 1.271
C -3.787 1.364 0.658
C -2.535 3.457 0.714
C 1.958 -2.857 -3.328
C -0.245 1.386 -2.125
C 1.710 -2.025 4.321
C -2.893 -1.501 3.623
C 1.339 -3.175 2.189
C -3.962 -3.052 2.148
C -3.149 -2.771 1.105
C -2.661 2.094 0.405
C -2.206 -1.710 1.275
C -4.785 3.386 1.450
C -1.438 1.308 -6.552
C 0.723 2.220 -5.970
C 0.765 -2.606 -4.031
C 0.687 4.217 3.436
C 0.059 2.038 -8.247
C -3.825 -2.479 3.396
C 4.174 -1.656 0.923
C 1.481 -3.206 4.998
C -3.591 4.054 1.408
C 4.085 0.774 0.759
C -2.077 -1.090 2.534
C -0.241 -2.420 -1.851
C -0.629 0.714 3.549
C -4.858 1.991 1.233
H 0.621 -2.610 -5.126
H -1.701 4.061 0.413
H 1.588 5.208 1.690
H 5.911 1.705 0.280
H -3.018 -3.255 0.150
H -0.116 2.952 5.052
H -2.777 -0.984 4.598
H 7.193 -0.362 0.036
H 3.685 -2.555 1.293
H -5.822 1.464 1.377
H -5.659 3.928 1.798
H -1.771 1.180 -3.971
H 1.450 -3.165 1.046
H 5.874 -2.615 0.267
H 1.398 2.514 -5.169
H -4.305 -2.966 4.239
H 1.911 3.012 -7.685
H -3.822 0.305 0.317
H -1.379 -2.381 -3.751
H 2.872 -3.004 -3.869
H 3.618 1.729 0.956
H -4.749 -3.842 2.052
H -2.422 0.894 -6.271
H 1.113 -5.352 4.828
H -3.529 5.052 1.877
H 1.469 -3.230 6.078
H 0.771 4.999 4.130
H 2.863 -3.095 -1.353
H 2.274 0.574 3.009
H -1.800 1.043 -8.668
H 0.758 -5.246 2.360
H 1.953 -1.074 4.764
H 0.319 2.004 -9.265
H 1.030 3.288 0.198

Calculated values
Energy above the lowest of the compared OMol25 structures with the same formula, charge and spin (eV): 0.554
Kohn-Sham gap (alpha / beta) (eV): 4.6 / 5.2
E_tot (Eh): -3039.33868
2S+1: 6
HOMO level (alpha / beta) (hartree): -0.178 / -0.303

=====

C43H35ClCrIN6O3SSb | ωB97M-V/def2-TZVPD

Cartesian coordinates (Å):
I 0.312 -3.934 -0.764
Sb -2.113 3.241 1.663
Cr -0.651 0.627 -0.256
Cl -1.475 -5.391 4.395
S 2.536 1.193 -1.006
O 2.963 1.841 -2.220
O 2.350 2.022 0.150
O -0.673 -1.160 0.369
N -0.872 2.914 -1.164
N 1.123 0.383 -1.262
N 0.192 1.165 1.688
N -2.002 -0.522 2.747
N -1.342 0.143 -2.147
N -2.789 0.495 0.367
C 1.623 -1.365 -4.581
C 0.336 -1.497 -5.004
C 0.964 -0.298 -2.498
C -0.698 -0.985 -4.190
C -2.039 -0.903 -4.617
C 1.288 2.246 4.029
C -3.615 -0.564 0.166
C -0.893 -2.071 1.289
C -0.316 2.280 2.263
C -2.591 -0.240 3.877
C -4.919 -0.553 0.661
C -2.562 0.283 -2.621
C -1.271 -4.121 3.229
C -4.564 1.596 1.570
C 3.634 -1.334 -0.647
C 1.221 0.560 2.310
C 1.944 -0.748 -3.351
C 5.038 0.590 -0.266
C -1.663 5.120 -0.555
C 0.207 2.853 3.403
C -2.792 -1.177 4.912
C 1.762 1.082 3.487
C -0.700 4.771 -2.676
C 4.694 -2.162 -0.303
C -2.957 -0.233 -3.858
C 1.846 -0.703 1.806
C -0.521 -3.392 1.075
C -1.547 -1.789 2.536
C -3.276 1.547 1.076
C -1.721 -2.808 3.506
C 5.928 -1.635 0.065
C 7.079 -2.532 0.446
C -0.380 -0.435 -2.935
C -5.411 0.522 1.357
C 6.082 -0.249 0.075
C -1.451 3.778 -0.290
C -0.517 3.422 -2.369
C -2.361 -2.453 4.719
C 3.810 0.038 -0.620
C -0.698 -4.409 2.030
C -1.268 5.638 -1.776
C 0.070 2.568 -3.451
C -3.239 -1.815 -0.587
H -0.390 5.120 -3.650
H -0.380 -5.420 1.812
H 7.393 -2.344 1.475
H -3.127 -2.633 0.126
H -0.233 3.755 3.805
H 4.549 -3.238 -0.319
H -2.934 0.783 4.002
H 6.806 -3.583 0.361
H 5.167 1.666 -0.257
H 0.275 3.184 -4.323
H 1.007 2.115 -3.137
H 2.986 -0.613 -3.106
H -5.538 -1.423 0.483
H 0.093 -1.938 -5.963
H -2.317 -1.340 -5.569
H 7.039 0.181 0.355
H -3.286 -0.882 5.829
H 2.434 -1.716 -5.208
H -2.504 -3.210 5.477
H -4.894 2.465 2.123
H -2.128 5.749 0.192
H 1.727 2.666 4.925
H 7.943 -2.349 -0.196
H -1.412 6.683 -2.017
H -4.058 -2.082 -1.258
H 1.540 -0.956 0.800
H 2.580 0.546 3.950
H 1.571 -1.528 2.469
H -3.274 0.807 -2.000
H -2.323 -1.751 -1.149
H -6.429 0.528 1.727
H 2.931 -0.601 1.840
H -0.623 1.786 -3.758
H 2.678 -1.764 -0.911
H -3.980 -0.108 -4.182

Calculated values
Charge: +1
Kohn-Sham gap (alpha / beta) (eV): 7.1 / 6.9
E_tot (Eh): -4654.56417
2S+1: 4
HOMO level (alpha / beta) (hartree): -0.363 / -0.366

=====

- 2S+1 of number 1 (C43H34CrN5O7P2S4)?
  4

=====

- E_tot of number 2 (C43H34IrN8O2SSi)?
  -3039.33868 Eh

=====

Repeat the third record exactly.
C43H35ClCrIN6O3SSb | ωB97M-V/def2-TZVPD

Cartesian coordinates (Å):
I 0.312 -3.934 -0.764
Sb -2.113 3.241 1.663
Cr -0.651 0.627 -0.256
Cl -1.475 -5.391 4.395
S 2.536 1.193 -1.006
O 2.963 1.841 -2.220
O 2.350 2.022 0.150
O -0.673 -1.160 0.369
N -0.872 2.914 -1.164
N 1.123 0.383 -1.262
N 0.192 1.165 1.688
N -2.002 -0.522 2.747
N -1.342 0.143 -2.147
N -2.789 0.495 0.367
C 1.623 -1.365 -4.581
C 0.336 -1.497 -5.004
C 0.964 -0.298 -2.498
C -0.698 -0.985 -4.190
C -2.039 -0.903 -4.617
C 1.288 2.246 4.029
C -3.615 -0.564 0.166
C -0.893 -2.071 1.289
C -0.316 2.280 2.263
C -2.591 -0.240 3.877
C -4.919 -0.553 0.661
C -2.562 0.283 -2.621
C -1.271 -4.121 3.229
C -4.564 1.596 1.570
C 3.634 -1.334 -0.647
C 1.221 0.560 2.310
C 1.944 -0.748 -3.351
C 5.038 0.590 -0.266
C -1.663 5.120 -0.555
C 0.207 2.853 3.403
C -2.792 -1.177 4.912
C 1.762 1.082 3.487
C -0.700 4.771 -2.676
C 4.694 -2.162 -0.303
C -2.957 -0.233 -3.858
C 1.846 -0.703 1.806
C -0.521 -3.392 1.075
C -1.547 -1.789 2.536
C -3.276 1.547 1.076
C -1.721 -2.808 3.506
C 5.928 -1.635 0.065
C 7.079 -2.532 0.446
C -0.380 -0.435 -2.935
C -5.411 0.522 1.357
C 6.082 -0.249 0.075
C -1.451 3.778 -0.290
C -0.517 3.422 -2.369
C -2.361 -2.453 4.719
C 3.810 0.038 -0.620
C -0.698 -4.409 2.030
C -1.268 5.638 -1.776
C 0.070 2.568 -3.451
C -3.239 -1.815 -0.587
H -0.390 5.120 -3.650
H -0.380 -5.420 1.812
H 7.393 -2.344 1.475
H -3.127 -2.633 0.126
H -0.233 3.755 3.805
H 4.549 -3.238 -0.319
H -2.934 0.783 4.002
H 6.806 -3.583 0.361
H 5.167 1.666 -0.257
H 0.275 3.184 -4.323
H 1.007 2.115 -3.137
H 2.986 -0.613 -3.106
H -5.538 -1.423 0.483
H 0.093 -1.938 -5.963
H -2.317 -1.340 -5.569
H 7.039 0.181 0.355
H -3.286 -0.882 5.829
H 2.434 -1.716 -5.208
H -2.504 -3.210 5.477
H -4.894 2.465 2.123
H -2.128 5.749 0.192
H 1.727 2.666 4.925
H 7.943 -2.349 -0.196
H -1.412 6.683 -2.017
H -4.058 -2.082 -1.258
H 1.540 -0.956 0.800
H 2.580 0.546 3.950
H 1.571 -1.528 2.469
H -3.274 0.807 -2.000
H -2.323 -1.751 -1.149
H -6.429 0.528 1.727
H 2.931 -0.601 1.840
H -0.623 1.786 -3.758
H 2.678 -1.764 -0.911
H -3.980 -0.108 -4.182

Calculated values
Charge: +1
Kohn-Sham gap (alpha / beta) (eV): 7.1 / 6.9
E_tot (Eh): -4654.56417
2S+1: 4
HOMO level (alpha / beta) (hartree): -0.363 / -0.366